Below is a structure of composition C24H27F6NO2P2Pb in a non-equilibrium geometry, with properties calculated with ωB97M-V/def2-TZVPD.

```
63
Properties=species:S:1:pos:R:3:lowdin_charge:R:1
Pb 0.4176 0.3338 0.6467 1.107
P 0.2715 -2.2607 -0.1108 0.836
P -2.0570 1.2246 -0.0556 0.831
F -1.2840 1.8463 3.8512 0.113
F -0.5173 0.9883 5.7234 0.162
F 0.0342 -1.7561 5.7424 0.161
F 0.8077 1.2031 3.9836 0.104
F -0.4250 -2.8795 3.9091 0.125
F 1.3079 -1.5467 3.9666 0.090
O 3.6641 -0.1605 2.7793 0.156
O -0.8847 -0.5316 2.4740 -0.320
N 0.3924 0.2864 -2.3734 0.073
C 2.5094 1.7708 -3.3635 0.078
C 2.6804 -0.1588 2.2102 -0.052
C 1.0617 3.7729 -3.4337 0.010
C 1.5382 -0.3563 -2.7199 -0.200
C 2.9493 -2.3349 -2.5832 -0.014
C 0.0099 -1.6734 4.3835 -0.475
C -0.4624 0.8769 4.3679 -0.484
C 1.2632 2.3838 -3.2204 -0.137
C 1.6961 -1.7520 -2.4436 -0.227
C 0.1712 1.5752 -2.7424 -0.198
C -1.0893 2.2007 -2.4737 -0.226
C -0.1604 4.3558 -3.1465 -0.034
C -2.2213 1.3811 -1.8807 -0.260
C -1.2232 3.5688 -2.6719 -0.019
C 0.5149 -2.5379 -1.9156 -0.258
C 1.5877 -3.2278 0.6814 -0.211
C -3.4924 0.2979 0.5396 -0.202
C -1.2522 -3.1405 0.3069 -0.205
C 4.0592 -1.5993 -3.0331 -0.036
C -2.2330 2.9070 0.6098 -0.214
C -2.3281 -0.7795 4.4237 0.028
C 2.6748 0.3966 -3.1832 -0.137
C -0.9482 -0.5317 3.8389 -0.462
C 3.9241 -0.2586 -3.3481 0.008
H 3.0675 -3.3904 -2.3247 0.130
H 1.4569 -3.1855 1.7717 0.053
H -3.5223 -0.6937 0.0643 0.055
H -4.4129 0.8495 0.3009 0.082
H -0.3087 5.4285 -3.2697 0.125
H 1.8115 1.3775 -0.2025 0.071
H 0.6664 -3.6143 -2.0658 0.116
H 1.5192 -4.2708 0.3421 0.081
H -0.4120 -2.2069 -2.4033 0.099
H 3.3480 2.3582 -3.7235 0.143
H -1.1401 -4.2025 0.0468 0.083
H 5.0265 -2.0958 -3.1184 0.125
H 1.8980 4.3670 -3.8001 0.131
H -1.4082 3.5422 0.2587 0.061
H -2.6997 -1.7564 4.0947 0.107
H -1.4300 -3.0294 1.3856 0.050
H -2.1967 0.3588 -2.2818 0.096
H -3.1906 3.3400 0.2907 0.079
H 2.5736 -2.8230 0.4214 0.057
H 4.7742 0.3275 -3.6967 0.131
H -3.3967 0.1673 1.6276 0.047
H -3.0257 -0.0088 4.0768 0.098
H -2.2885 -0.7598 5.5221 0.117
H -2.1800 4.0405 -2.4318 0.130
H -2.1946 2.8562 1.7088 0.053
H -2.0994 -2.7094 -0.2458 0.054
H -3.1927 1.8490 -2.0869 0.117
```

E_HOMO: -0.50718 Eh
2S+1: 1
Orbital gap: 5.09 eV
E_tot: -71026.681 eV
Total charge: +2

Below is a structure of composition C24H27FFeOS5, with properties calculated with ωB97M-V/def2-TZVPD.

```
59
Properties=species:S:1:pos:R:3:lowdin_charge:R:1
Fe 0.8898 0.6080 -0.1218 -0.248
S 0.1188 2.6610 -0.9258 0.929
S 2.2044 0.6188 -2.1141 0.942
S -0.0186 1.3010 1.9592 0.946
S -6.2492 -0.6907 1.3683 1.011
S 2.9611 0.7133 1.0233 0.936
F 4.6937 -4.8561 -2.1267 0.080
O -6.0386 -3.1076 0.2971 0.051
C -2.6642 0.0283 -0.3293 -0.040
C -2.3819 -1.8158 1.1913 -0.003
C -4.5405 -0.7916 0.9270 -0.536
C -8.2702 -2.5230 0.9669 -0.069
C 0.6477 -1.4703 -0.4324 -0.087
C -0.7741 2.9225 1.6088 -0.456
C 3.9213 0.6326 -1.5073 -0.449
C -4.0112 0.0853 -0.0108 -0.080
C 2.7698 -2.6637 -0.0206 -0.046
C 1.4353 1.7609 2.9679 -0.458
C 2.6931 2.0911 2.1663 -0.462
C -0.0690 3.7309 0.5241 -0.452
C -3.7217 -1.7429 1.5250 -0.074
C 1.6959 -2.3667 -0.8623 -0.261
C 1.6532 -2.9342 -2.1376 -0.022
C -6.7950 -2.3146 0.7736 -0.724
C 1.5432 3.3551 -1.8067 -0.458
C -0.4340 -0.9969 -0.0734 -0.095
C 4.1219 1.3841 -0.1964 -0.448
C 3.7822 -3.5110 -0.4404 0.006
C 2.6637 -3.7752 -2.5701 0.013
C -1.8383 -0.9222 0.2686 -0.248
C 3.7119 -4.0458 -1.7123 -0.279
C 2.0084 2.2994 -2.8096 -0.458
H -2.2509 0.7012 -1.0691 0.099
H 0.9140 4.0695 0.8478 0.072
H -4.6609 0.8013 -0.4972 0.109
H 3.5470 2.2002 2.8348 0.094
H -0.8240 3.4812 2.5431 0.092
H -8.6003 -2.1219 1.9247 0.076
H 2.3195 3.5914 -1.0802 0.068
H 1.2524 4.2694 -2.3236 0.094
H 0.8203 -2.7082 -2.7903 0.127
H 4.6138 -3.7660 0.2022 0.126
H -1.7969 2.6866 1.3109 0.081
H 2.9434 2.5894 -3.2880 0.094
H -1.7458 -2.5650 1.6423 0.126
H 1.1534 2.5825 3.6258 0.093
H -8.4946 -3.5844 0.8988 0.090
H -4.1413 -2.4295 2.2477 0.119
H 2.6479 -4.2236 -3.5539 0.127
H 3.9370 2.4511 -0.3140 0.071
H 4.1742 -0.4231 -1.3904 0.076
H -8.8041 -1.9926 0.1768 0.091
H 1.2647 2.1800 -3.5985 0.084
H 5.1430 1.2452 0.1579 0.093
H 2.8027 -2.2370 0.9719 0.100
H -0.6676 4.6011 0.2567 0.093
H 1.6126 0.8889 3.5987 0.084
H 2.5766 3.0083 1.5905 0.066
H 4.5548 1.0400 -2.2951 0.094
```

E_HOMO (spin up / spin down): -0.38129 / -0.37607 Eh
2S+1: 2
Orbital gap (spin up / spin down): 8.20 / 7.98 eV
<S²>: 0.77
E_tot: -118648.326 eV
Total charge: +1

Below is a structure of composition C24H27IrN6O4S3SeSi in a non-equilibrium geometry, with properties calculated with ωB97M-V/def2-TZVPD.

```
67
Properties=species:S:1:pos:R:3:lowdin_charge:R:1
Ir -0.4478 -0.2968 1.0892 0.843
Se 0.8589 -0.3046 3.1038 0.328
S 3.9886 1.3812 0.3269 1.009
S 2.1322 -7.7504 -3.5443 0.518
S 1.1772 0.5720 -0.2791 0.735
Si -0.7408 -0.3388 4.8491 0.202
O -1.0313 1.5627 1.4542 -0.335
O 1.0603 -7.5510 -4.5050 -0.134
O 3.0065 -6.6030 -3.3807 -0.145
O 2.7967 -9.0272 -3.5984 -0.130
N 0.9543 -6.5532 -1.5048 0.138
N -2.5366 0.5702 -2.3886 0.131
N 0.6088 -8.8887 -1.5400 0.136
N -0.0775 -2.3133 0.7299 -0.168
N 3.0756 -0.8999 0.9652 -0.072
N -1.6587 -0.2306 -0.5724 -0.103
C -0.1712 -8.7608 -0.4786 -0.079
C -2.6718 -0.7985 -2.4667 -0.051
C -1.9478 3.3401 -1.6298 -0.037
C 1.1557 -7.7630 -2.0133 -0.339
C -1.9244 0.8971 -1.2340 -0.277
C -1.3553 3.8307 1.0247 0.002
C -2.3863 -0.7558 4.0875 -0.220
C -0.6856 -4.5961 1.1223 0.026
C 0.0401 -5.0220 0.0155 -0.112
C 5.0569 0.3560 1.3989 -0.369
C -0.0990 -1.6683 5.9697 -0.235
C 0.6050 -2.7225 -0.3605 -0.146
C 0.6951 -4.0400 -0.7308 0.024
C 4.4861 -1.0580 1.3308 -0.175
C -0.6598 1.3585 5.5831 -0.224
C -0.4321 -7.5352 0.1299 0.038
C -1.7085 2.2545 -0.7687 -0.120
C -1.9105 4.6334 -1.1746 -0.082
C -1.3539 2.5050 0.5690 -0.351
C -2.1285 -1.2928 -1.3356 -0.108
C -0.7102 -3.2552 1.4476 -0.103
C -1.6318 4.8747 0.1739 -0.060
C 0.1741 -6.4349 -0.4408 -0.207
C 2.7245 0.2219 0.3953 -1.033
H -1.0779 -7.4649 0.9948 0.115
H 0.0987 -2.5948 5.4279 0.022
H 4.5626 -1.5698 2.2876 0.131
H 2.4242 -1.6706 1.0448 0.091
H 4.9998 0.7743 2.4014 0.089
H -1.2233 -5.2951 1.7482 0.120
H -2.1528 3.1648 -2.6795 0.107
H -2.4723 -1.8258 3.8872 0.017
H 0.3718 1.6977 5.6857 0.031
H -2.8728 1.2272 -3.0715 0.157
H -1.2478 -2.9056 2.3203 0.098
H 6.0793 0.4095 1.0370 0.086
H 1.2644 -4.3453 -1.6010 0.122
H -3.1303 -1.2908 -3.3053 0.123
H -1.1942 2.0819 4.9653 0.034
H -1.6182 5.8898 0.5481 0.112
H 0.8300 -1.3600 6.4525 0.036
H -2.1042 5.4551 -1.8492 0.107
H -1.1074 3.9977 2.0646 0.123
H -0.8307 -1.8836 6.7529 0.036
H -2.5489 -0.2122 3.1512 0.012
H 4.9874 -1.6572 0.5691 0.130
H -1.1139 1.3551 6.5775 0.035
H -0.6059 -9.6783 -0.0974 0.124
H -2.0594 -2.3153 -1.0114 0.103
H 1.0719 -1.9476 -0.9525 0.079
H -3.1977 -0.4881 4.7686 0.041
```

E_HOMO (spin up / spin down): -0.35974 / -0.35976 Eh
2S+1: 2
Orbital gap (spin up / spin down): 6.04 / 3.02 eV
<S²>: 0.77
E_tot: -151020.255 eV
Total charge: +1

What is the total charge in the first record?
+2